Record 1
{
  "formula": "C21H25NO2S",
  "method": "wB97M-V/def2-TZVPD",
  "elements": ["O", "C", "C", "C", "C", "C", "C", "O", "C", "C", "S", "C", "C", "C", "C", "C", "C", "C", "C", "C", "C", "N", "C", "C", "C", "H", "H", "H", "H", "H", "H", "H", "H", "H", "H", "H", "H", "H", "H", "H", "H", "H", "H", "H", "H", "H", "H", "H", "H", "H"],
  "positions_angstrom": [[5.157, -0.157, -4.072], [4.122, -0.655, -3.296], [4.017, -1.975, -2.874], [2.975, -2.389, -2.024], [1.976, -1.478, -1.640], [2.108, -0.121, -2.012], [3.150, 0.269, -2.871], [3.318, 1.584, -3.206], [0.846, -1.939, -0.717], [-0.008, -0.876, 0.047], [-0.861, 0.469, -0.732], [-1.657, 0.871, 0.773], [-2.633, 1.984, 0.886], [-1.925, 3.327, 1.124], [-2.911, 4.507, 1.056], [-4.036, 4.334, 2.003], [-4.735, 2.960, 1.831], [-3.731, 1.799, 1.963], [-1.249, 0.035, 1.812], [-0.312, -0.968, 1.387], [0.268, -2.082, 2.234], [0.516, -3.292, 1.368], [1.484, -2.922, 0.316], [2.011, -4.174, -0.366], [2.914, -3.878, -1.589], [5.694, -0.843, -4.455], [4.741, -2.703, -3.196], [1.472, 0.638, -1.638], [4.137, 1.648, -3.724], [0.130, -2.499, -1.329], [-3.173, 2.013, -0.077], [-1.421, 3.243, 2.096], [-1.134, 3.485, 0.350], [-3.300, 4.577, 0.029], [-2.400, 5.455, 1.345], [-3.714, 4.411, 3.044], [-4.730, 5.145, 1.775], [-5.578, 2.816, 2.534], [-5.165, 2.974, 0.821], [-4.238, 0.837, 1.889], [-3.259, 1.894, 2.955], [-1.626, 0.122, 2.838], [1.138, -1.759, 2.786], [-0.483, -2.354, 2.980], [-0.360, -3.633, 0.906], [2.320, -2.382, 0.774], [1.141, -4.776, -0.672], [2.596, -4.804, 0.365], [2.492, -4.483, -2.406], [3.913, -4.254, -1.395]],
  "forces_ev_per_a": [[-0.79, 0.55, 0.43], [-0.36, -0.50, 0.24], [-0.60, 0.50, 0.34], [-0.32, -0.70, -0.14], [0.27, 1.02, 0.26], [1.46, -1.23, -1.09], [0.35, -0.10, 0.49], [-0.06, -0.10, -0.08], [0.06, 0.43, 0.43], [0.58, -0.28, -0.38], [-0.09, -0.90, 1.43], [0.71, -1.39, 1.35], [-0.66, 0.23, -0.41], [0.42, 0.28, -0.88], [1.51, 0.07, 0.09], [-1.50, -0.73, 0.54], [-0.04, 0.26, -0.03], [0.30, 0.80, -0.11], [-0.15, 0.59, -1.18], [0.26, 0.51, -0.75], [-1.75, -0.95, -1.21], [0.47, 0.67, 0.42], [-0.84, 0.07, 0.06], [0.52, -0.41, 0.42], [-0.81, 0.55, -0.37], [0.14, -0.53, -0.06], [0.33, -0.20, -0.06], [-0.55, 0.53, 0.20], [-0.25, 0.01, 0.11], [0.01, -0.19, -0.05], [0.13, 0.25, 0.12], [-0.08, 0.26, -0.09], [-0.46, -0.24, 0.60], [0.18, 0.16, 0.17], [-0.14, -0.54, -0.62], [0.12, 0.22, 0.01], [-0.31, -0.05, 0.45], [0.43, 0.23, -0.24], [-0.06, -0.30, 0.05], [0.14, -0.04, -0.03], [-0.13, -0.29, -0.13], [0.12, -0.03, -0.48], [0.57, -0.21, -0.12], [0.08, -0.08, 0.03], [0.89, 0.69, 0.74], [-0.14, -0.07, 0.18], [0.21, 0.12, 0.06], [-0.77, 0.72, -0.56], [0.39, 0.26, -0.07], [0.22, 0.10, -0.10]],
  "mulliken_charge": [-0.62, 1.02, -0.62, 0.01, 0.56, -1.24, -0.05, -0.61, 1.05, -0.15, -0.18, -0.13, 0.52, -0.66, -0.57, -0.62, -0.83, -0.93, -1.14, 0.17, -0.97, -0.44, -0.28, -1.10, -0.98, 0.30, 0.34, 0.54, 0.33, 0.27, 0.47, 0.33, 0.30, 0.32, 0.30, 0.33, 0.31, 0.35, 0.35, 0.41, 0.29, 0.38, 0.26, 0.48, 0.37, 0.45, 0.25, 0.27, 0.34, 0.43],
  "multiplicity": 1,
  "smiles": "Oc1cc2c(cc1O)[C@@H]1c3sc(C4CCCCC4)cc3CN[C@H]1CC2",
  "homo_lumo_gap_ev": 8.52,
  "total_charge": 0,
  "fmax_ev_per_a": 2.3,
  "e_homo_ev": -7.9
}



Record 2
{
  "formula": "C21H25NO4",
  "method": "wB97M-V/def2-TZVPD",
  "elements": ["C", "C", "C", "O", "C", "O", "C", "C", "O", "C", "C", "C", "C", "C", "O", "N", "C", "C", "C", "C", "C", "C", "C", "C", "C", "C", "H", "H", "H", "H", "H", "H", "H", "H", "H", "H", "H", "H", "H", "H", "H", "H", "H", "H", "H", "H", "H", "H", "H", "H", "H"],
  "positions_angstrom": [[-3.222, -2.565, -0.383], [-4.333, -1.650, 0.110], [-5.655, -1.890, -0.609], [-3.899, -0.300, -0.135], [-4.222, 0.632, 0.744], [-4.901, 0.466, 1.725], [-3.641, 1.996, 0.352], [-4.724, 2.789, -0.379], [-2.538, 1.888, -0.520], [-1.449, 1.177, -0.130], [-1.262, 0.617, 1.131], [-0.106, -0.089, 1.403], [0.878, -0.268, 0.436], [2.102, -1.026, 0.817], [2.513, -1.062, 1.962], [2.692, -1.719, -0.191], [4.005, -2.297, -0.042], [5.072, -1.451, -0.761], [4.934, -0.014, -0.343], [4.318, 0.909, -1.178], [4.103, 2.209, -0.758], [4.503, 2.602, 0.506], [5.129, 1.693, 1.342], [5.341, 0.394, 0.920], [0.697, 0.317, -0.815], [-0.448, 1.030, -1.093], [-3.485, -3.601, -0.189], [-2.290, -2.333, 0.126], [-3.077, -2.427, -1.451], [-4.477, -1.762, 1.192], [-5.534, -1.724, -1.677], [-5.984, -2.912, -0.443], [-6.415, -1.212, -0.229], [-3.361, 2.520, 1.279], [-4.993, 2.275, -1.298], [-5.600, 2.884, 0.256], [-4.346, 3.777, -0.627], [-2.006, 0.723, 1.905], [0.052, -0.519, 2.380], [2.338, -1.614, -1.128], [4.204, -2.318, 1.031], [4.006, -3.320, -0.431], [4.943, -1.542, -1.842], [6.059, -1.838, -0.499], [4.008, 0.608, -2.171], [3.615, 2.914, -1.417], [4.328, 3.614, 0.840], [5.444, 1.994, 2.330], [5.819, -0.315, 1.580], [1.464, 0.248, -1.572], [-0.597, 1.492, -2.056]],
  "forces_ev_per_a": [[-0.16, 0.40, 0.15], [-0.22, -0.60, 0.18], [0.29, 0.26, 0.23], [0.08, -0.06, -0.40], [0.07, 0.32, 0.19], [-0.05, 0.06, 0.01], [-0.31, 0.02, 0.18], [0.33, -0.14, 0.13], [0.02, 0.07, -0.10], [0.43, -0.08, -0.05], [-0.25, 0.20, -0.06], [0.25, -0.10, -0.13], [-0.21, 0.22, 0.14], [-0.13, -0.11, -0.07], [0.01, 0.04, 0.23], [0.06, -0.18, -0.34], [0.22, -0.09, 0.00], [-0.20, -0.04, 0.21], [0.16, -0.03, -0.14], [0.07, -0.02, 0.00], [-0.07, 0.10, -0.04], [-0.02, 0.11, 0.02], [0.04, 0.02, 0.09], [0.01, 0.03, -0.08], [-0.06, -0.09, 0.16], [-0.30, 0.11, 0.02], [-0.02, -0.12, 0.01], [0.10, -0.02, 0.04], [0.03, -0.03, -0.14], [0.05, 0.03, -0.23], [0.01, -0.02, -0.12], [-0.05, -0.12, 0.00], [-0.10, 0.02, 0.01], [-0.03, -0.21, -0.14], [-0.05, -0.04, -0.08], [-0.06, 0.02, 0.05], [0.01, 0.08, -0.01], [-0.05, 0.02, 0.09], [0.02, -0.02, 0.09], [-0.10, 0.02, 0.13], [0.01, -0.10, -0.14], [0.03, 0.06, 0.12], [0.07, 0.00, -0.01], [0.04, -0.04, -0.08], [-0.02, -0.05, -0.08], [-0.03, 0.06, -0.05], [-0.01, 0.08, 0.03], [0.02, 0.02, 0.09], [0.04, -0.10, 0.10], [0.08, 0.00, -0.07], [-0.01, 0.06, -0.12]],
  "mulliken_charge": [-1.23, 0.50, -1.44, -0.17, 0.28, -0.62, 0.66, -1.69, -0.50, 0.79, -0.01, -1.20, 1.03, 0.42, -0.69, -0.18, -0.80, -1.18, 0.63, -0.24, -0.61, -0.49, -0.61, -0.25, -0.34, -1.32, 0.44, 0.22, 0.31, 0.35, 0.31, 0.42, 0.35, 0.33, 0.36, 0.43, 0.41, 0.40, 0.48, 0.24, 0.41, 0.38, 0.38, 0.37, 0.43, 0.41, 0.39, 0.39, 0.37, 0.24, 0.44],
  "multiplicity": 1,
  "smiles": "CC(C)OC(=O)[C@H](C)Oc1ccc(C(=O)NCCc2ccccc2)cc1",
  "homo_lumo_gap_ev": 9.39,
  "total_charge": 0,
  "fmax_ev_per_a": 0.7,
  "e_homo_ev": -8.7
}



Record 3
{
  "formula": "C21H25NO4",
  "method": "wB97M-V/def2-TZVPD",
  "elements": ["C", "O", "C", "C", "C", "C", "C", "O", "N", "C", "C", "C", "C", "C", "C", "C", "C", "C", "C", "C", "C", "O", "C", "C", "O", "C", "H", "H", "H", "H", "H", "H", "H", "H", "H", "H", "H", "H", "H", "H", "H", "H", "H", "H", "H", "H", "H", "H", "H", "H", "H"],
  "positions_angstrom": [[-1.498, -3.047, -2.084], [-2.252, -2.463, -1.052], [-2.231, -1.098, -0.909], [-1.411, -0.267, -1.669], [-1.391, 1.103, -1.464], [-0.427, 1.980, -2.208], [0.730, 2.369, -1.281], [1.130, 3.505, -1.154], [1.258, 1.309, -0.639], [2.233, 1.419, 0.434], [1.539, 1.356, 1.798], [1.071, -0.064, 2.091], [2.283, -0.983, 2.201], [3.242, -0.822, 1.053], [4.176, -1.823, 0.802], [5.095, -1.703, -0.222], [5.095, -0.569, -1.018], [4.174, 0.431, -0.777], [3.249, 0.319, 0.256], [-2.198, 1.660, -0.481], [-3.033, 0.856, 0.277], [-3.868, 1.308, 1.251], [-3.886, 2.686, 1.527], [-3.063, -0.538, 0.069], [-3.897, -1.228, 0.904], [-4.540, -2.392, 0.434], [-0.423, -2.897, -1.938], [-1.718, -4.112, -2.036], [-1.790, -2.663, -3.067], [-0.776, -0.690, -2.432], [-0.016, 1.463, -3.077], [-0.904, 2.901, -2.544], [0.812, 0.411, -0.751], [2.704, 2.400, 0.304], [0.695, 2.049, 1.796], [2.242, 1.676, 2.569], [0.504, -0.089, 3.023], [0.405, -0.408, 1.296], [1.963, -2.026, 2.266], [2.822, -0.753, 3.126], [4.176, -2.708, 1.423], [5.811, -2.492, -0.401], [5.810, -0.466, -1.821], [4.162, 1.320, -1.391], [-2.162, 2.725, -0.325], [-4.609, 2.813, 2.332], [-2.907, 3.045, 1.861], [-4.208, 3.269, 0.658], [-4.945, -2.249, -0.571], [-3.869, -3.254, 0.430], [-5.358, -2.570, 1.132]],
  "forces_ev_per_a": [[0.17, -0.12, -0.19], [-0.20, 0.51, 0.36], [-0.15, -0.15, 0.21], [0.04, 0.04, -0.16], [-0.25, -0.25, -0.05], [0.09, 0.21, 0.13], [-0.29, -0.29, -0.37], [0.09, 0.50, 0.07], [0.20, -0.31, 0.19], [-0.06, 0.30, 0.10], [-0.07, -0.05, -0.18], [0.21, 0.08, 0.19], [-0.21, 0.03, 0.06], [0.05, 0.03, -0.01], [0.08, -0.03, -0.08], [0.01, -0.12, 0.07], [0.02, 0.12, -0.09], [0.07, -0.07, 0.02], [0.08, -0.05, 0.02], [-0.05, 0.07, 0.01], [-0.11, -0.21, 0.08], [0.16, -0.41, -0.24], [0.01, 0.28, 0.04], [-0.18, -0.07, 0.12], [0.51, 0.29, -0.09], [-0.24, -0.42, -0.02], [-0.05, 0.01, -0.02], [0.05, 0.06, -0.05], [0.02, 0.00, 0.05], [0.05, -0.06, -0.09], [-0.02, 0.01, -0.02], [0.09, -0.03, 0.01], [-0.04, 0.09, -0.04], [-0.03, -0.20, 0.03], [0.05, 0.07, 0.01], [0.03, 0.04, 0.08], [-0.07, -0.04, -0.06], [-0.10, -0.04, -0.02], [0.07, 0.00, 0.04], [-0.05, -0.04, 0.04], [-0.01, -0.10, 0.06], [0.06, -0.07, -0.01], [0.06, 0.01, -0.07], [-0.01, 0.11, -0.09], [-0.04, 0.15, 0.07], [0.06, 0.04, -0.06], [-0.03, -0.01, -0.03], [0.03, -0.03, 0.03], [0.02, 0.01, 0.02], [-0.13, 0.11, 0.00], [0.01, 0.00, -0.07]],
  "mulliken_charge": [-0.93, -0.44, 1.07, -0.22, -0.90, -1.38, 0.65, -0.69, 0.17, -0.40, -1.13, -0.31, -1.18, 1.12, -0.75, -0.54, -0.67, -0.72, 0.15, -0.70, 0.70, -0.43, -0.89, 0.75, -0.49, -0.80, 0.35, 0.26, 0.36, 0.43, 0.35, 0.34, 0.30, 0.62, 0.38, 0.42, 0.39, -0.02, 0.46, 0.34, 0.43, 0.39, 0.39, 0.47, 0.54, 0.24, 0.34, 0.36, 0.31, 0.22, 0.30],
  "multiplicity": 1,
  "smiles": "COc1cc(CC(=O)N[C@H]2CCCc3ccccc32)cc(OC)c1OC",
  "homo_lumo_gap_ev": 8.66,
  "total_charge": 0,
  "fmax_ev_per_a": 0.7,
  "e_homo_ev": -8.1
}



Record 4
{
  "formula": "C21H25NO6S",
  "method": "wB97M-V/def2-TZVPD",
  "elements": ["C", "C", "C", "C", "C", "C", "C", "S", "O", "O", "C", "C", "C", "C", "C", "C", "O", "N", "C", "C", "C", "C", "C", "O", "C", "C", "O", "O", "C", "H", "H", "H", "H", "H", "H", "H", "H", "H", "H", "H", "H", "H", "H", "H", "H", "H", "H", "H", "H", "H", "H", "H", "H", "H"],
  "positions_angstrom": [[0.787, -0.472, 2.812], [-0.244, 0.613, 2.755], [0.027, 1.857, 3.312], [-0.930, 2.855, 3.299], [-2.174, 2.627, 2.739], [-2.457, 1.396, 2.159], [-3.797, 1.137, 1.565], [-4.287, 2.335, 0.264], [-4.173, 3.679, 0.753], [-5.575, 1.913, -0.219], [-3.108, 2.136, -1.146], [-1.730, 2.412, -0.720], [-1.138, 3.557, -0.260], [0.186, 3.209, 0.062], [0.326, 1.873, -0.226], [1.564, 1.095, -0.071], [2.552, 1.650, 0.395], [1.597, -0.208, -0.442], [0.488, -0.948, -1.007], [0.794, -2.440, -1.044], [2.028, -2.747, -1.908], [3.086, -1.640, -1.731], [2.880, -0.885, -0.426], [2.522, -4.020, -1.523], [2.792, -4.757, -2.694], [1.785, -4.179, -3.689], [1.690, -2.831, -3.285], [-0.848, 1.390, -0.704], [-1.485, 0.401, 2.171], [0.494, -1.328, 2.210], [1.746, -0.097, 2.459], [0.919, -0.805, 3.841], [0.995, 2.038, 3.754], [-0.709, 3.817, 3.736], [-2.922, 3.404, 2.725], [-3.874, 0.162, 1.092], [-4.597, 1.247, 2.298], [-3.475, 2.851, -1.878], [-3.226, 1.121, -1.513], [-1.611, 4.510, -0.154], [0.956, 3.841, 0.454], [-0.404, -0.783, -0.399], [0.279, -0.603, -2.028], [-0.062, -2.975, -1.455], [0.988, -2.823, -0.042], [2.998, -0.956, -2.576], [4.078, -2.091, -1.748], [2.937, -1.578, 0.421], [3.646, -0.117, -0.294], [3.822, -4.583, -3.032], [2.644, -5.814, -2.475], [0.811, -4.677, -3.598], [2.120, -4.206, -4.726], [-1.711, -0.564, 1.736]],
  "forces_ev_per_a": [[0.03, 0.02, 0.07], [-0.01, 0.04, 0.08], [-0.08, -0.07, 0.00], [-0.03, -0.03, 0.09], [0.01, -0.08, 0.11], [0.36, 0.11, 0.29], [-0.10, 0.55, -0.77], [-0.30, -0.48, -0.45], [0.37, 0.24, 0.18], [-0.03, -0.31, -0.09], [-0.43, -0.21, 0.95], [0.48, 0.88, 0.11], [-0.30, -0.57, -0.40], [0.21, -0.82, -0.18], [0.01, 1.28, 0.28], [0.15, -0.41, -0.01], [-0.10, 0.30, 0.10], [0.12, 0.00, 0.04], [-0.53, -0.27, -0.16], [0.32, -0.02, -0.27], [-0.08, 0.45, 0.36], [-0.25, -0.23, 0.02], [0.49, 0.05, -0.06], [-0.22, 0.07, 0.21], [0.07, 0.06, -0.45], [-0.03, -0.44, 0.17], [0.13, 0.24, 0.04], [-0.15, -0.18, -0.27], [-0.08, 0.10, 0.06], [0.02, -0.11, -0.06], [0.12, -0.04, -0.05], [0.04, -0.09, 0.03], [0.14, 0.04, 0.05], [0.02, 0.11, 0.05], [-0.04, 0.10, 0.03], [-0.04, -0.11, 0.01], [-0.15, 0.03, -0.07], [-0.12, 0.02, 0.00], [-0.05, -0.06, -0.09], [-0.17, 0.20, 0.03], [0.21, 0.07, 0.09], [0.09, -0.07, -0.18], [-0.10, -0.03, 0.11], [0.01, -0.03, 0.03], [-0.04, 0.01, 0.07], [0.03, 0.05, 0.02], [0.01, -0.02, -0.06], [0.07, 0.07, 0.03], [-0.11, -0.22, 0.05], [-0.08, -0.07, 0.01], [0.04, 0.03, -0.06], [0.10, 0.01, -0.05], [-0.03, -0.06, 0.04], [-0.01, -0.12, -0.07]],
  "mulliken_charge": [-1.66, 0.87, -0.50, -1.00, -0.32, 0.70, -1.37, 1.17, -0.59, -0.69, -1.15, 0.35, -0.44, -0.99, 0.95, -0.14, -0.75, 0.50, -0.14, -2.01, 1.80, -1.35, -1.02, -0.45, -0.39, -0.39, -0.46, -0.18, -0.23, 0.22, 0.30, 0.55, 0.43, 0.44, 0.48, 0.41, 0.55, 0.49, 0.35, 0.55, 0.63, 0.37, 0.26, 0.52, 0.33, 0.34, 0.43, 0.27, 0.60, 0.26, 0.34, 0.25, 0.32, 0.21],
  "multiplicity": 1,
  "smiles": "Cc1cccc(CS(=O)(=O)Cc2ccc(C(=O)N3CCC4(CC3)OCCO4)o2)c1",
  "homo_lumo_gap_ev": 8.84,
  "total_charge": 0,
  "fmax_ev_per_a": 1.3,
  "e_homo_ev": -8.4
}